ORCA calculation (ωB97M-V/def2-TZVPD) on a 2-piece molecular cluster, C3HCl3N2S overall at a distorted geometry.

Results
spin multiplicity = 3
HOMO-LUMO gap (spin up / spin down) = 8.62 / 7.39 eV
HOMO energy (spin up / spin down) = -8.61 / -9.70 eV
net charge = 0

Each line ends with the Löwdin spin population.
Atoms and positions in Å:
C 0.745 -0.932 0.448  0.00
C 0.588 -0.881 -0.933  0.00
C -2.661 0.918 0.977  1.37
N 1.370 -0.008 -1.635  0.00
N 1.978 0.758 -0.847  0.00
S 1.859 0.319 0.802  0.00
Cl -0.231 -2.011 -1.865  0.00
Cl -1.713 1.515 2.205  0.32
Cl -2.259 1.645 -0.511  0.30
H 0.325 -1.324 1.359  0.00